The molecule C4H4N2O in a non-equilibrium geometry, computed with ωB97M-V with the def2-TZVPD basis set.

* molar mass: 96.089 g/mol
* orbital gap: 10.072 eV
* energy above the lowest of the compared OMol25 structures with the same formula, charge and spin: 32.4 kcal per mole
* LUMO: 0.5011 eV
* E: -339.5300 hartree

Each line ends with the Mulliken charge.
Atoms and positions in Å:
O1 -2.50 -0.49 0.65  -0.531
C1 -1.45 -0.25 0.09  0.544
C2 -0.29 -1.32 0.16  -0.345
C3 0.90 -0.75 0.46  -0.284
N1 0.99 0.80 0.25  -0.269
C4 0.06 1.30 -0.62  0.040
N2 -1.15 0.87 -0.66  -0.487
H1 -0.66 -2.36 0.06  0.342
H2 1.84 -1.08 0.88  0.369
H3 1.88 1.28 0.14  0.287
H4 0.38 2.01 -1.39  0.333



A structure of composition IMn in a non-equilibrium geometry, computed with ωB97M-V with the def2-TZVPD basis set.

* molar mass: 181.842 g/mol
* orbital gap (spin up / spin down): 6.909 / 6.934 eV
* net charge: +1
* ⟨S²⟩: 8.763
* energy above the lowest of the compared OMol25 structures with the same formula, charge and spin: 0.4 kcal per mole
* LUMO (spin up / spin down): -7.5584 / -7.5928 eV
* E: -1448.3851 hartree
* multiplicity: 6

Each line ends with the Mulliken charge.
Atoms and positions in Å:
Mn1 -0.65 0.98 0.53  0.885
I1 0.65 -0.98 -0.53  0.115



A cluster of 7 separate species, C41H84F9N6O13 in total in a non-equilibrium geometry, computed with ωB97M-V with the def2-TZVPD basis set.

* molar mass: 1040.134 g/mol
* orbital gap: 7.839 eV
* net charge: +1
* LUMO: -2.7008 eV
* E: -3817.3670 hartree

Each line ends with the Mulliken charge.
Atoms and positions in Å:
C1 2.20 -4.58 2.92  -0.258
C2 2.10 -3.35 2.76  -0.619
N1 1.88 -1.95 2.50  0.323
C3 1.14 -1.67 1.40  0.659
N2 0.70 -2.73 0.60  -0.507
C4 0.02 -2.02 -0.42  0.753
C5 -0.63 -2.79 -1.60  -1.272
C6 -2.22 -2.83 -1.56  -0.325
O1 -2.78 -2.13 -0.43  -0.253
C7 -4.18 -2.44 -0.47  -1.195
C8 -5.06 -1.29 0.19  1.356
F1 -5.68 -0.61 -0.84  -0.335
F2 -4.18 -0.45 0.88  -0.297
C9 -6.07 -1.86 1.26  0.249
F3 -5.41 -2.64 2.19  -0.293
F4 -6.93 -2.70 0.57  -0.256
C10 -6.95 -0.77 1.99  0.713
F5 -8.04 -1.46 2.52  -0.293
F6 -7.45 0.20 1.17  -0.260
C11 -6.24 -0.06 3.21  0.378
F7 -6.52 -0.64 4.44  -0.266
F8 -6.73 1.25 3.29  -0.267
N3 0.09 -0.65 -0.17  0.397
C12 -0.52 0.35 -1.09  -1.525
C13 -1.94 0.84 -0.63  0.396
C14 -2.09 2.38 -0.94  -1.066
N4 -1.82 2.70 -2.38  -0.547
N5 0.77 -0.40 0.99  0.279
C15 0.95 0.96 1.50  -0.637
N6 2.26 1.51 1.05  -0.517
C16 2.48 -1.02 3.45  0.897
C17 3.75 -1.71 4.11  -1.058
F9 1.54 -0.77 4.49  -0.388
H1 2.30 -5.66 2.69  0.414
H2 -0.25 -2.41 -2.60  0.386
H3 -0.27 -3.86 -1.54  0.325
H4 -2.59 -2.39 -2.54  0.335
H5 -2.59 -3.89 -1.51  0.473
H6 -4.41 -3.46 -0.03  0.293
H7 -4.51 -2.51 -1.55  0.426
H8 -5.12 -0.01 3.13  0.046
H9 0.19 1.23 -1.11  0.519
H10 -0.48 -0.10 -2.12  0.350
H11 -2.09 0.70 0.48  0.334
H12 -2.75 0.28 -1.17  0.035
H13 -1.32 2.92 -0.32  0.347
H14 -3.12 2.75 -0.65  0.449
H15 -2.05 3.69 -2.47  0.260
H16 -0.81 2.64 -2.54  0.210
H17 0.90 0.96 2.63  0.370
H18 0.16 1.69 1.16  0.224
H19 2.13 2.47 0.70  0.278
H20 2.88 1.64 1.85  0.231
H21 2.86 -0.07 2.99  -0.217
H22 4.31 -0.86 4.60  0.165
H23 3.48 -2.42 4.93  0.375
H24 4.45 -2.14 3.34  0.312
C18 6.82 2.65 7.85  -0.738
O2 5.54 3.27 7.96  -0.296
C19 4.96 3.53 6.68  -0.661
C20 3.92 2.48 6.32  -0.361
O3 4.52 1.20 6.14  -0.254
C21 4.37 0.36 7.28  -0.911
H25 7.07 2.23 8.82  0.239
H26 6.82 1.85 7.11  0.268
H27 7.57 3.40 7.58  0.326
H28 5.73 3.61 5.91  0.356
H29 4.46 4.50 6.76  0.385
H30 3.46 2.75 5.36  0.285
H31 3.13 2.43 7.07  0.336
H32 3.35 -0.04 7.30  0.306
H33 4.57 0.90 8.21  0.464
H34 5.08 -0.47 7.19  0.267
C22 0.28 5.75 7.61  -0.678
O4 0.91 6.98 7.88  -0.383
C23 0.58 7.50 9.17  -0.474
C24 1.68 7.22 10.18  -0.465
O5 1.82 5.83 10.43  -0.411
C25 2.90 5.25 9.71  -0.737
H35 0.78 5.28 6.76  0.196
H36 0.33 5.06 8.46  0.323
H37 -0.77 5.92 7.35  0.326
H38 -0.38 7.10 9.51  0.311
H39 0.47 8.58 9.06  0.370
H40 1.41 7.69 11.13  0.400
H41 2.63 7.66 9.86  0.299
H42 3.85 5.50 10.20  0.383
H43 2.93 5.60 8.67  0.286
H44 2.78 4.17 9.71  0.254
C26 8.15 -4.25 1.54  -0.799
O6 6.90 -3.57 1.64  -0.328
C27 6.33 -3.29 0.37  -0.652
C28 5.24 -4.30 0.01  -0.028
O7 5.79 -5.60 -0.16  -0.413
C29 5.60 -6.41 0.99  -0.710
H45 8.39 -4.67 2.52  0.241
H46 8.12 -5.05 0.81  0.344
H47 8.93 -3.53 1.27  0.325
H48 7.10 -3.25 -0.40  0.396
H49 5.87 -2.30 0.45  0.384
H50 4.79 -4.01 -0.94  0.365
H51 4.45 -4.31 0.77  0.006
H52 4.56 -6.77 1.01  0.271
H53 5.83 -5.88 1.91  0.333
H54 6.26 -7.27 0.91  0.263
C30 -3.12 1.11 -5.06  -0.395
O8 -2.11 0.61 -5.93  -0.336
C31 -2.59 0.39 -7.25  -0.653
C32 -2.20 1.54 -8.18  -0.098
O9 -2.84 2.75 -7.81  -0.413
C33 -1.99 3.61 -7.07  -0.690
H55 -2.64 1.52 -4.17  -0.044
H56 -3.71 1.91 -5.53  0.369
H57 -3.79 0.29 -4.76  0.297
H58 -3.67 0.24 -7.26  0.342
H59 -2.12 -0.53 -7.61  0.408
H60 -2.53 1.29 -9.19  0.392
H61 -1.11 1.66 -8.21  0.032
H62 -1.29 4.11 -7.74  0.316
H63 -1.43 3.07 -6.30  0.275
H64 -2.61 4.36 -6.58  0.259
C34 3.28 3.75 -11.64  -0.718
O10 3.82 3.27 -10.42  -0.379
C35 2.93 3.43 -9.32  -0.624
C36 2.22 2.12 -8.99  -0.339
O11 1.35 1.72 -10.05  -0.326
C37 1.94 0.72 -10.88  -0.825
H65 3.88 3.35 -12.46  0.251
H66 2.24 3.43 -11.78  0.315
H67 3.33 4.84 -11.66  0.320
H68 2.21 4.23 -9.52  0.336
H69 3.53 3.72 -8.46  0.380
H70 1.59 2.28 -8.11  0.337
H71 2.94 1.33 -8.76  0.340
H72 1.88 -0.25 -10.37  0.307
H73 2.98 0.94 -11.12  0.364
H74 1.36 0.67 -11.80  0.261
C38 -7.29 -4.10 -3.99  -0.811
O12 -6.72 -4.62 -2.81  -0.402
C39 -7.58 -4.49 -1.68  0.276
C40 -8.31 -5.80 -1.38  -0.701
O13 -9.20 -6.15 -2.42  -0.380
C41 -8.67 -7.13 -3.30  -0.678
H75 -6.72 -4.48 -4.84  0.265
H76 -8.33 -4.40 -4.12  0.367
H77 -7.22 -3.00 -3.98  0.323
H78 -8.29 -3.67 -1.83  0.311
H79 -6.95 -4.24 -0.83  -0.131
H80 -8.91 -5.66 -0.47  0.366
H81 -7.59 -6.61 -1.19  0.373
H82 -8.73 -8.11 -2.83  0.322
H83 -7.63 -6.92 -3.57  0.281
H84 -9.27 -7.13 -4.21  0.247



A structure of composition C5H15N3 in a non-equilibrium geometry, computed with ωB97M-V with the def2-TZVPD basis set.

* molar mass: 117.196 g/mol
* orbital gap: 8.469 eV
* energy above the lowest of the compared OMol25 structures with the same formula, charge and spin: 135.3 kcal per mole
* LUMO: 0.7082 eV
* E: -363.5715 hartree

Each line ends with the Mulliken charge.
Atoms and positions in Å:
C1 -0.84 0.55 0.98  0.241
C2 -0.13 1.89 1.22  -1.026
N1 -1.85 0.53 -0.07  -0.594
C3 0.60 -0.95 2.12  0.045
N2 1.56 -1.31 1.50  -0.575
H1 -1.36 0.26 1.89  0.448
H2 -2.65 1.10 0.18  0.256
H3 -1.45 0.83 -0.95  0.247
H4 1.40 -0.95 0.36  0.551
H5 0.16 -0.98 3.10  0.363
H6 0.42 2.20 0.34  0.191
H7 -0.87 2.67 1.44  0.368
H8 0.56 1.83 2.06  0.303
C4 0.86 -0.65 -1.03  0.051
C5 -0.04 -1.81 -1.41  -1.139
N3 0.56 0.56 -1.82  -0.633
H9 0.63 0.35 -2.81  0.253
H10 1.23 1.29 -1.62  0.172
H11 1.91 -0.95 -1.22  0.459
H12 0.08 -0.15 0.27  -1.008
H13 -1.08 -1.57 -1.20  0.341
H14 0.05 -2.05 -2.48  0.365
H15 0.23 -2.70 -0.85  0.320